*1*
{
  "formula": "C2H2F2S2",
  "method": "wB97M-V/def2-TZVPD",
  "lumo_energy_ev": -1.42,
  "species": ["C", "C", "F", "F", "S", "S", "H", "H"],
  "coordinates": [[-0.589, 0.460, 0.340], [0.421, -0.391, 0.662], [-0.462, 1.781, 0.487], [-0.598, -2.154, -0.262], [-1.941, -0.003, -0.602], [1.542, -1.042, 1.669], [-2.188, 1.287, -0.864], [2.377, -1.579, 0.862]]
}

***

*2*
{
  "formula": "C2H2F2S2",
  "method": "wB97M-V/def2-TZVPD",
  "lumo_energy_ev": -0.11,
  "species": ["C", "C", "F", "F", "S", "S", "H", "H"],
  "coordinates": [[-1.251, 0.091, -0.150], [1.315, -0.026, 0.152], [-2.097, -0.961, -0.282], [1.811, -1.250, 0.103], [0.162, 0.236, -1.297], [-0.240, 0.242, 1.378], [-1.882, 0.884, -0.101], [2.182, 0.784, 0.198]]
}

***

Least stable structure: *1*

***

*1*
{
  "formula": "C48H60N3OOsP2Si3",
  "method": "wB97M-V/def2-TZVPD",
  "total_charge": 1,
  "spin_multiplicity": 5,
  "lumo_energy_ev": [-2.95, -3.64],
  "species": ["Os", "C", "Si", "C", "C", "N", "P", "C", "P", "N", "Si", "C", "C", "C", "C", "C", "C", "C", "C", "C", "C", "C", "C", "C", "C", "C", "C", "C", "C", "C", "C", "C", "C", "C", "C", "C", "C", "C", "H", "H", "H", "H", "H", "H", "H", "H", "H", "H", "H", "H", "H", "H", "H", "H", "H", "H", "H", "H", "H", "H", "H", "H", "H", "H", "H", "H", "H", "H", "H", "H", "H", "H", "H", "H", "H", "H", "C", "C", "O", "C", "C", "C", "C", "C", "C", "H", "H", "H", "H", "H", "H", "H", "H", "C", "Si", "C", "C", "N", "C", "C", "C", "C", "C", "C", "H", "H", "H", "H", "H", "H", "H", "H", "H", "H", "H", "H", "H", "H"],
  "coordinates": [[0.625, -0.087, -0.417], [-3.788, -1.977, -1.663], [-2.082, -2.680, -1.507], [-1.184, -2.465, -3.119], [-2.173, -4.500, -1.159], [-1.216, -1.833, -0.290], [-0.952, -1.734, 1.252], [-0.160, -0.150, 1.429], [-1.147, 1.282, 1.124], [-1.088, 1.252, -0.492], [-1.852, 2.290, -1.679], [-3.552, 2.799, -1.148], [-1.982, 1.366, -3.284], [-0.886, 3.844, -1.992], [-2.762, 1.309, 1.867], [-3.765, 0.543, 1.265], [-5.017, 0.466, 1.847], [-5.272, 1.155, 3.030], [-4.273, 1.911, 3.639], [-3.013, 1.987, 3.062], [-0.272, 2.736, 1.749], [-0.891, 3.989, 1.676], [-0.185, 5.138, 2.003], [1.142, 5.046, 2.418], [1.763, 3.806, 2.494], [1.062, 2.653, 2.154], [0.217, -3.007, 1.818], [0.508, -3.168, 3.174], [1.409, -4.138, 3.589], [2.028, -4.961, 2.652], [1.735, -4.819, 1.302], [0.827, -3.849, 0.889], [-2.328, -1.941, 2.383], [-2.302, -1.329, 3.637], [-3.334, -1.550, 4.539], [-4.392, -2.384, 4.190], [-4.421, -2.994, 2.940], [-3.388, -2.774, 2.036], [-4.275, -2.352, -2.575], [-4.426, -2.244, -0.808], [-3.743, -0.878, -1.731], [-1.885, -2.539, -3.967], [-0.686, -1.490, -3.168], [-0.421, -3.248, -3.250], [-2.978, -4.960, -1.755], [-1.228, -4.986, -1.438], [-2.363, -4.733, -0.102], [-4.244, 1.949, -1.098], [-3.572, 3.305, -0.170], [-3.933, 3.506, -1.900], [-2.030, 0.279, -3.144], [-2.894, 1.681, -3.813], [-1.131, 1.595, -3.942], [-0.446, 4.264, -1.078], [-0.072, 3.673, -2.709], [-1.558, 4.603, -2.425], [-3.553, 0.005, 0.342], [-5.796, -0.134, 1.383], [-6.257, 1.103, 3.481], [-4.477, 2.441, 4.564], [-2.231, 2.560, 3.546], [-1.930, 4.069, 1.363], [-0.667, 6.108, 1.932], [1.689, 5.944, 2.689], [2.795, 3.732, 2.828], [1.550, 1.690, 2.207], [0.030, -2.535, 3.917], [1.630, -4.255, 4.644], [2.727, -5.724, 2.979], [2.205, -5.467, 0.570], [0.567, -3.757, -0.156], [-1.490, -0.655, 3.897], [-3.314, -1.072, 5.514], [-5.198, -2.557, 4.896], [-5.249, -3.641, 2.668], [-3.416, -3.243, 1.059], [1.309, 0.605, -4.780], [1.394, 1.073, -3.367], [1.000, 0.283, -2.503], [1.923, 2.416, -3.052], [2.130, 2.827, -1.733], [2.573, 4.105, -1.451], [2.815, 4.993, -2.497], [2.630, 4.592, -3.816], [2.191, 3.307, -4.093], [0.923, -0.409, -4.803], [2.297, 0.638, -5.243], [0.646, 1.261, -5.351], [1.945, 2.152, -0.920], [2.727, 4.412, -0.418], [3.149, 6.004, -2.282], [2.828, 5.282, -4.630], [2.043, 3.006, -5.126], [4.746, -2.062, 1.254], [3.517, -0.687, 1.304], [4.339, 0.985, 1.254], [2.666, -0.862, 2.945], [2.439, -0.845, -0.126], [3.035, -1.339, -1.362], [4.304, -0.938, -1.787], [4.842, -1.396, -2.986], [4.124, -2.257, -3.804], [2.853, -2.652, -3.406], [2.325, -2.204, -2.202], [5.415, -1.971, 2.124], [5.365, -2.094, 0.349], [4.205, -3.014, 1.337], [4.545, 1.338, 2.276], [3.702, 1.724, 0.754], [5.300, 0.956, 0.717], [2.770, -1.900, 3.288], [1.602, -0.624, 2.930], [3.162, -0.207, 3.681], [4.871, -0.229, -1.187], [5.834, -1.068, -3.282], [4.548, -2.616, -4.736], [2.270, -3.323, -4.032], [1.336, -2.529, -1.900]]
}

***

*2*
{
  "formula": "C48H60N3OOsP2Si3",
  "method": "wB97M-V/def2-TZVPD",
  "total_charge": 1,
  "spin_multiplicity": 5,
  "lumo_energy_ev": [-2.83, -3.71],
  "species": ["Os", "C", "Si", "C", "C", "N", "P", "C", "P", "N", "Si", "C", "C", "C", "C", "C", "C", "C", "C", "C", "C", "C", "C", "C", "C", "C", "C", "C", "C", "C", "C", "C", "C", "C", "C", "C", "C", "C", "H", "H", "H", "H", "H", "H", "H", "H", "H", "H", "H", "H", "H", "H", "H", "H", "H", "H", "H", "H", "H", "H", "H", "H", "H", "H", "H", "H", "H", "H", "H", "H", "H", "H", "H", "H", "H", "H", "C", "C", "O", "C", "C", "C", "C", "C", "C", "H", "H", "H", "H", "H", "H", "H", "H", "C", "Si", "C", "C", "N", "C", "C", "C", "C", "C", "C", "H", "H", "H", "H", "H", "H", "H", "H", "H", "H", "H", "H", "H", "H"],
  "coordinates": [[0.440, -0.376, 0.190], [-1.596, -4.729, 0.240], [-2.514, -3.232, 0.889], [-2.585, -3.233, 2.767], [-4.294, -3.397, 0.303], [-1.765, -1.762, 0.316], [-2.526, -0.437, -0.086], [-1.170, 0.605, -0.462], [-0.614, 2.187, -0.029], [0.710, 1.579, 0.737], [1.974, 2.239, 1.793], [1.249, 2.477, 3.502], [3.366, 0.996, 1.879], [2.618, 3.851, 1.061], [-0.148, 3.150, -1.485], [0.929, 2.722, -2.256], [1.275, 3.404, -3.408], [0.538, 4.510, -3.811], [-0.547, 4.930, -3.059], [-0.889, 4.256, -1.896], [-1.604, 3.349, 0.931], [-0.928, 4.452, 1.457], [-1.615, 5.420, 2.165], [-2.988, 5.309, 2.337], [-3.670, 4.236, 1.790], [-2.979, 3.256, 1.091], [-3.578, -0.506, -1.547], [-4.528, 0.467, -1.843], [-5.240, 0.411, -3.031], [-4.999, -0.616, -3.932], [-4.044, -1.581, -3.648], [-3.335, -1.527, -2.461], [-3.498, 0.182, 1.311], [-4.886, 0.213, 1.368], [-5.528, 0.585, 2.542], [-4.790, 0.920, 3.664], [-3.401, 0.868, 3.623], [-2.764, 0.495, 2.457], [-1.893, -5.623, 0.783], [-0.518, -4.638, 0.307], [-1.838, -4.886, -0.811], [-2.770, -4.233, 3.152], [-3.399, -2.593, 3.109], [-1.674, -2.864, 3.228], [-4.682, -4.331, 0.707], [-4.379, -3.450, -0.779], [-4.945, -2.602, 0.658], [0.588, 1.646, 3.752], [0.676, 3.396, 3.596], [2.041, 2.498, 4.247], [3.168, 0.156, 2.541], [4.244, 1.512, 2.269], [3.632, 0.616, 0.901], [2.439, 4.703, 1.713], [2.181, 4.073, 0.088], [3.694, 3.776, 0.919], [1.495, 1.852, -1.952], [2.117, 3.071, -3.999], [0.808, 5.042, -4.712], [-1.126, 5.787, -3.373], [-1.731, 4.602, -1.314], [0.130, 4.571, 1.296], [-1.083, 6.270, 2.570], [-3.526, 6.068, 2.887], [-4.741, 4.154, 1.905], [-3.530, 2.428, 0.665], [-4.708, 1.288, -1.158], [-5.978, 1.167, -3.253], [-5.556, -0.663, -4.856], [-3.855, -2.378, -4.350], [-2.597, -2.284, -2.234], [-5.479, -0.064, 0.506], [-6.608, 0.604, 2.577], [-5.294, 1.209, 4.575], [-2.823, 1.116, 4.500], [-1.679, 0.443, 2.434], [3.689, -1.706, -2.535], [3.570, -0.406, -1.805], [2.473, 0.015, -1.448], [4.806, 0.369, -1.519], [6.039, -0.272, -1.419], [7.174, 0.455, -1.098], [7.086, 1.825, -0.909], [5.863, 2.472, -1.027], [4.723, 1.746, -1.319], [2.749, -1.935, -3.032], [3.871, -2.496, -1.807], [4.517, -1.697, -3.239], [6.111, -1.338, -1.573], [8.126, -0.045, -1.003], [7.975, 2.392, -0.673], [5.802, 3.542, -0.891], [3.763, 2.236, -1.394], [1.378, -4.632, 2.028], [1.813, -2.896, 1.472], [3.684, -2.759, 1.317], [1.204, -1.806, 2.893], [1.079, -2.261, 0.005], [1.077, -2.907, -1.231], [1.794, -4.092, -1.434], [1.821, -4.703, -2.674], [1.134, -4.154, -3.747], [0.422, -2.976, -3.557], [0.395, -2.357, -2.319], [1.994, -4.834, 2.905], [1.571, -5.419, 1.308], [0.336, -4.709, 2.333], [4.164, -2.940, 2.277], [3.990, -1.770, 0.977], [4.082, -3.494, 0.618], [1.881, -1.951, 3.737], [0.217, -2.140, 3.200], [1.142, -0.721, 2.755], [2.349, -4.536, -0.623], [2.385, -5.615, -2.801], [1.154, -4.633, -4.713], [-0.118, -2.527, -4.380], [-0.160, -1.428, -2.207]]
}

***

Least stable structure: *2*

***

*1*
{
  "formula": "C8H9ClO3",
  "method": "wB97M-V/def2-TZVPD",
  "lumo_energy_ev": [-1.03, -1.44],
  "species": ["C", "C", "C", "C", "C", "C", "C", "C", "O", "O", "O", "Cl", "H", "H", "H", "H", "H", "H", "H", "H", "H"],
  "coordinates": [[0.542, -0.369, -1.518], [1.227, -1.606, -1.091], [-0.284, -0.711, -2.559], [0.715, -2.522, -1.930], [0.470, 0.973, -1.033], [-0.008, 0.641, 0.263], [-1.475, 1.010, 0.483], [0.817, -0.148, 1.186], [-0.148, -1.969, -2.943], [-0.893, 0.257, -3.310], [0.883, -3.840, -2.190], [2.119, 1.842, -1.319], [-0.081, 1.718, -1.674], [-2.242, 0.469, -0.096], [-1.463, 2.000, 0.282], [-1.706, 0.844, 1.468], [0.563, -0.034, 2.164], [1.871, 0.216, 1.061], [0.846, -1.238, 0.933], [-1.163, -0.112, -4.247], [1.319, -4.030, -3.015]]
}

***

*2*
{
  "formula": "C8H9ClO3",
  "method": "wB97M-V/def2-TZVPD",
  "lumo_energy_ev": 0.64,
  "smiles": "C=C(C)c1c(O)oc(O)c1CCl",
  "species": ["C", "C", "C", "C", "C", "O", "O", "C", "O", "C", "C", "Cl", "H", "H", "H", "H", "H", "H", "H", "H", "H"],
  "coordinates": [[-1.745, 1.561, -1.119], [-1.229, 0.595, -0.300], [-2.055, 0.366, 0.996], [-0.229, -0.393, -0.372], [-0.180, -1.727, -0.164], [-1.093, -2.689, -0.111], [1.115, -2.259, -0.073], [1.961, -1.193, 0.014], [3.197, -1.440, 0.375], [1.181, -0.095, -0.249], [1.436, 1.351, -0.154], [3.177, 1.588, 0.336], [-1.051, 1.860, -1.928], [-2.646, 2.109, -0.853], [-2.177, 1.191, 1.637], [-1.670, -0.403, 1.655], [-3.121, -0.015, 0.747], [-0.635, -3.460, -0.513], [3.536, -0.563, 0.419], [1.476, 1.740, -1.098], [0.753, 1.876, 0.758]]
}

***

Least stable structure: *1*